The following is a quantum chemistry calculation of a structure of composition C24H26ClN3W at a distorted geometry, from the OMol25 dataset.

* E_tot: -44111.862 eV
* relative energy (zero: lowest compared OMol25 entry of this formula, charge and spin): 0.00 kJ/mol
* charge: +2
* HOMO level (alpha / beta): -14.50 / -14.51 eV
* molar mass: 575.79 Da
* expectation value of S²: 2.015
* orbital gap (alpha / beta): 7.31 / 6.02 eV
* 2S+1: 3

CARTESIAN COORDINATES (ANGSTROEM)
C (-1.448, -1.155, -6.303)
C (-2.864, -0.621, -6.564)
C (-0.448, -0.454, -7.234)
C (-1.409, -2.672, -6.535)
Cl (-0.989, -0.814, -4.587)
H (-0.712, -0.659, -8.281)
H (0.571, -0.818, -7.061)
H (-0.467, 0.632, -7.084)
H (-3.147, -0.821, -7.607)
H (-2.912, 0.461, -6.399)
H (-3.596, -1.112, -5.912)
H (-1.676, -2.894, -7.578)
H (-2.124, -3.186, -5.883)
H (-0.406, -3.072, -6.346)
C (-0.493, 2.463, 0.490)
C (0.553, 2.367, -0.493)
C (0.110, 1.460, -1.523)
H (1.486, 2.928, -0.523)
C (-1.178, 0.935, -1.127)
C (-1.531, 1.559, 0.116)
H (-2.464, 1.403, 0.653)
H (-0.531, 3.193, 1.298)
H (0.577, 1.309, -2.491)
H (-1.830, 0.326, -1.749)
C (0.571, -2.086, 0.483)
C (1.836, -1.546, 0.926)
C (2.468, -0.904, -0.201)
H (2.298, -1.744, 1.885)
C (1.607, -1.078, -1.333)
C (0.447, -1.812, -0.915)
H (-0.331, -2.194, -1.570)
H (-0.121, -2.660, 1.097)
H (3.441, -0.427, -0.215)
H (1.847, -0.800, -2.356)
W (0.571, 0.068, 0.251)
N (0.639, 0.171, 11.142)
C (0.478, 0.229, 9.983)
C (0.316, 0.338, 8.550)
C (0.462, -0.774, 7.707)
C (0.528, -0.611, 6.313)
C (0.542, 0.682, 5.773)
C (0.280, 1.787, 6.594)
C (0.117, 1.601, 7.972)
N (0.922, 0.881, 4.415)
C (1.702, 1.961, 3.935)
C (1.752, 1.828, 2.595)
N (1.008, 0.703, 2.211)
C (0.596, 0.097, 3.359)
H (0.521, -1.760, 8.159)
H (0.634, -1.484, 5.665)
H (0.181, 2.791, 6.163)
H (-0.146, 2.443, 8.617)
H (2.197, 2.653, 4.597)
H (2.203, 2.507, 1.888)
H (0.001, -0.805, 3.427)

The following is a quantum chemistry calculation of a structure of composition C24H17F3MnN2O4PS3 at a distorted geometry, from the OMol25 dataset.

* E_tot: -117594.749 eV
* relative energy (zero: lowest compared OMol25 entry of this formula, charge and spin): 117.54 kJ/mol
* charge: +1
* HOMO level (alpha / beta): -11.80 / -12.01 eV
* molar mass: 636.52 Da
* expectation value of S²: 3.996
* orbital gap (alpha / beta): 5.98 / 7.44 eV
* 2S+1: 4

CARTESIAN COORDINATES (ANGSTROEM)
Mn (1.217, -2.041, 0.222)
O (2.497, -1.904, 1.559)
S (3.538, -1.467, 0.568)
O (4.855, -1.941, 0.741)
O (2.875, -1.789, -0.739)
C (3.461, 0.300, 0.746)
C (4.536, 0.953, 1.317)
C (4.402, 2.288, 1.675)
C (3.196, 2.940, 1.472)
C (2.129, 2.289, 0.866)
C (2.250, 0.954, 0.494)
P (0.862, 0.098, -0.334)
C (-0.588, 1.070, 0.150)
C (-1.239, 1.891, -0.768)
C (-2.275, 2.710, -0.343)
C (-2.673, 2.701, 0.985)
C (-2.032, 1.876, 1.900)
C (-0.985, 1.071, 1.489)
C (1.108, 0.374, -2.096)
C (0.119, -0.111, -2.955)
C (0.199, 0.160, -4.308)
C (1.269, 0.894, -4.806)
C (2.273, 1.336, -3.957)
C (2.195, 1.085, -2.595)
H (5.455, 0.409, 1.490)
H (5.234, 2.809, 2.127)
H (3.077, 3.966, 1.792)
H (1.198, 2.812, 0.698)
H (-0.935, 1.903, -1.805)
H (-2.765, 3.362, -1.053)
H (-3.481, 3.344, 1.309)
H (-2.343, 1.863, 2.936)
H (-0.474, 0.445, 2.207)
H (-0.696, -0.694, -2.538)
H (-0.567, -0.198, -4.983)
H (1.325, 1.118, -5.862)
H (3.121, 1.879, -4.351)
H (2.972, 1.446, -1.935)
F (-4.029, -2.444, 4.214)
C (-2.872, -2.379, 3.543)
F (-2.196, -3.510, 3.785)
F (-2.160, -1.361, 4.078)
C (-3.100, -2.145, 2.071)
C (-4.388, -2.071, 1.566)
C (-4.573, -1.749, 0.233)
C (-3.451, -1.458, -0.523)
N (-2.212, -1.558, -0.054)
C (-2.022, -1.951, 1.199)
S (-0.361, -2.185, 1.787)
H (-5.231, -2.249, 2.218)
H (-5.561, -1.704, -0.201)
H (-3.540, -1.127, -1.553)
O (0.878, -5.261, -0.927)
S (0.211, -4.217, -1.680)
N (0.296, -2.830, -1.073)

The following is a quantum chemistry calculation of a structure of composition CH3FIN at a distorted geometry, from the OMol25 dataset.

* E_tot: -13388.232 eV
* relative energy (zero: lowest compared OMol25 entry of this formula, charge and spin): 498.08 kJ/mol
* HOMO level (alpha / beta): -10.02 / -10.02 eV
* molar mass: 174.94 Da
* orbital gap (alpha / beta): 7.08 / 7.07 eV

CARTESIAN COORDINATES (ANGSTROEM)
C (0.228, 0.592, 0.451)
N (0.234, -0.016, -0.846)
F (-1.850, -1.056, -0.641)
I (0.957, -1.770, -0.964)
H (-0.650, 1.366, 0.459)
H (-0.103, -0.176, 1.076)
H (1.184, 1.060, 0.466)

The following is a quantum chemistry calculation of a cluster of 2 separate species, C13H15BO in total at a distorted geometry, from the OMol25 dataset.

* E_tot: -16441.348 eV
* HOMO level (alpha / beta): -7.29 / -7.29 eV
* molar mass: 198.07 Da
* orbital gap (alpha / beta): 7.39 / 7.39 eV

CARTESIAN COORDINATES (ANGSTROEM)
B (-0.619, -2.283, 2.047)
C (0.060, 1.126, -4.412)
C (0.494, 2.416, -4.091)
C (-0.437, 0.295, -3.354)
C (0.754, 2.815, -2.768)
C (-0.220, 0.674, -2.080)
C (0.423, 1.902, -1.744)
C (-0.222, -0.069, -0.840)
C (0.252, 0.866, 0.201)
C (-0.486, -1.352, -0.623)
C (0.292, 0.661, 1.518)
C (-1.906, -2.053, 2.982)
C (0.695, -2.949, 2.257)
C (0.937, 1.610, 2.572)
O (0.830, 2.024, -0.416)
H (0.045, 0.654, -5.482)
H (0.716, 3.197, -4.835)
H (-1.017, -0.676, -3.676)
H (1.264, 3.663, -2.619)
H (-0.988, -1.942, -1.368)
H (-0.335, -0.249, 1.935)
H (-2.434, -3.088, 2.951)
H (-2.610, -1.360, 2.522)
H (-1.653, -1.689, 3.959)
H (0.390, -3.921, 2.716)
H (1.213, -2.416, 3.077)
H (1.559, -3.279, 1.521)
H (0.453, 1.159, 3.492)
H (0.537, 2.597, 2.285)
H (2.013, 1.668, 2.272)

The following is a quantum chemistry calculation of an isolated molecule of C5H12O2 at a distorted geometry, from the OMol25 dataset.

* E_tot: -9473.848 eV
* relative energy (zero: lowest compared OMol25 entry of this formula, charge and spin): 124.20 kJ/mol
* HOMO level: -9.94 eV
* molar mass: 104.15 Da
* SMILES: CC[C@@H](O)[C@@H](C)O
* orbital gap: 10.74 eV

CARTESIAN COORDINATES (ANGSTROEM)
C (2.294, 0.280, 1.360)
C (0.822, 0.536, 1.084)
C (0.356, -0.117, -0.205)
O (0.547, -1.521, -0.216)
C (-1.091, 0.220, -0.466)
C (-1.537, -0.153, -1.874)
O (-1.894, -0.396, 0.530)
H (2.493, -0.795, 1.402)
H (2.920, 0.705, 0.565)
H (2.598, 0.729, 2.310)
H (0.199, 0.159, 1.907)
H (0.621, 1.615, 1.011)
H (0.935, 0.265, -1.059)
H (-0.087, -1.869, 0.429)
H (-1.223, 1.404, -0.388)
H (-2.040, -1.111, -2.050)
H (-2.293, 0.665, -1.811)
H (-0.840, -0.035, -2.720)
H (-2.782, -0.579, 0.192)

The following is a quantum chemistry calculation of an isolated molecule of C5H8O2, from the OMol25 dataset.

* E_tot: -9406.219 eV
* relative energy (zero: lowest compared OMol25 entry of this formula, charge and spin): 348.58 kJ/mol
* HOMO level: -7.97 eV
* molar mass: 100.12 Da
* orbital gap: 7.46 eV

CARTESIAN COORDINATES (ANGSTROEM)
C (-1.277, -0.259, -1.551)
C (-0.339, 0.315, -0.528)
C (-0.102, 1.632, -0.385)
C (0.180, -0.472, 0.555)
O (-0.526, -1.542, 0.856)
C (1.478, -0.170, 1.269)
O (2.064, 0.969, 1.149)
H (-1.452, 0.491, -2.328)
H (-2.235, -0.534, -1.101)
H (-0.859, -1.151, -2.029)
H (0.639, 1.965, 0.347)
H (-0.676, 2.336, -0.985)
H (-0.226, -1.914, 1.705)
H (1.356, -0.605, 2.308)
H (1.977, -1.061, 0.718)

The following is a quantum chemistry calculation of a structure of composition C26H53CoN2PSi4Te, from the OMol25 dataset.

* E_tot: -116524.577 eV
* charge: -1
* HOMO level (alpha / beta): -2.55 / -3.60 eV
* molar mass: 723.57 Da
* expectation value of S²: 6.068
* orbital gap (alpha / beta): 5.06 / 6.09 eV
* 2S+1: 5

CARTESIAN COORDINATES (ANGSTROEM)
Co (0.566, 0.482, -0.086)
C (-0.167, -3.346, -3.869)
N (0.005, -2.900, -2.503)
C (0.110, -3.686, -1.381)
C (0.309, -2.826, -0.340)
N (0.349, -1.540, -0.806)
C (0.169, -1.620, -2.104)
H (-0.182, -4.433, -3.884)
H (0.661, -2.998, -4.486)
H (-1.105, -2.974, -4.281)
H (0.038, -4.759, -1.429)
H (0.434, -3.051, 0.705)
H (0.160, -0.777, -2.778)
C (-1.099, -1.215, 2.866)
C (-0.753, 0.250, 3.115)
P (0.756, 0.739, 2.188)
C (2.114, 0.097, 3.271)
C (2.240, 0.605, 4.704)
C (0.847, 2.566, 2.447)
C (0.145, 3.176, 3.658)
H (-2.014, -1.502, 3.389)
H (-0.301, -1.882, 3.203)
H (-1.250, -1.372, 1.796)
H (-0.657, 0.463, 4.183)
H (-1.547, 0.881, 2.709)
H (3.036, 0.301, 2.720)
H (2.008, -0.993, 3.261)
H (2.481, 1.669, 4.724)
H (3.037, 0.077, 5.233)
H (1.318, 0.461, 5.270)
H (0.423, 2.988, 1.533)
H (1.912, 2.820, 2.436)
H (-0.933, 3.019, 3.598)
H (0.313, 4.254, 3.687)
H (0.491, 2.758, 4.604)
C (-1.208, 1.183, -0.050)
C (-2.215, 2.137, -0.214)
C (-3.579, 1.890, 0.142)
C (-4.558, 2.850, -0.001)
C (-4.255, 4.117, -0.506)
C (-2.933, 4.395, -0.868)
C (-1.945, 3.446, -0.732)
H (-3.828, 0.910, 0.533)
H (-5.579, 2.617, 0.283)
H (-5.028, 4.868, -0.616)
H (-2.681, 5.373, -1.265)
H (-0.923, 3.668, -1.021)
C (3.515, -3.050, -2.766)
Si (4.169, -1.498, -3.612)
C (5.787, -1.979, -4.466)
C (2.937, -1.002, -4.945)
Si (4.447, 0.227, -2.062)
Te (2.385, 1.580, -1.807)
Si (5.127, -0.692, -0.030)
C (6.660, -1.786, -0.205)
C (5.548, 0.706, 1.159)
C (3.756, -1.753, 0.695)
Si (6.090, 1.662, -2.883)
C (5.690, 2.109, -4.670)
C (7.819, 0.897, -2.844)
C (6.138, 3.248, -1.877)
H (3.182, -3.795, -3.496)
H (2.677, -2.804, -2.109)
H (4.288, -3.512, -2.148)
H (5.640, -2.825, -5.144)
H (6.548, -2.262, -3.734)
H (6.184, -1.146, -5.051)
H (2.735, -1.835, -5.627)
H (3.310, -0.162, -5.534)
H (2.001, -0.680, -4.484)
H (7.495, -1.237, -0.646)
H (6.452, -2.646, -0.847)
H (6.980, -2.166, 0.769)
H (6.469, 1.203, 0.842)
H (5.694, 0.341, 2.180)
H (4.752, 1.455, 1.169)
H (3.610, -2.649, 0.087)
H (2.811, -1.204, 0.703)
H (3.986, -2.067, 1.717)
H (5.762, 1.235, -5.321)
H (6.370, 2.874, -5.052)
H (4.669, 2.493, -4.735)
H (7.844, -0.064, -3.362)
H (8.142, 0.730, -1.814)
H (8.550, 1.558, -3.320)
H (5.142, 3.694, -1.845)
H (6.835, 3.972, -2.310)
H (6.443, 3.051, -0.847)